1.
{"formula": "CHCl2OPS", "method": "ωB97M-V with the def2-TZVPD basis set", "elements": ["C", "O", "P", "S", "Cl", "Cl", "H"], "positions_angstrom": [[-0.3893, -1.7995, 0.5470], [-1.2389, 0.4575, -0.1121], [0.1513, 0.6409, -0.5126], [-1.1079, -2.1873, 1.8292], [1.4992, 0.3303, 0.9052], [0.4227, 2.5549, -1.0044], [0.6629, 0.0031, -1.6523]], "lowdin_charge": [-0.670, -0.487, -0.195, 0.703, 0.332, 0.308, 0.009], "total_charge": 0, "spin_multiplicity": 1, "homo_lumo_gap_ev": 10.37, "relative_energy_kcal_mol": 42.8}

***

2.
{"formula": "CHCl2OPS", "method": "ωB97M-V with the def2-TZVPD basis set", "elements": ["C", "O", "P", "S", "Cl", "Cl", "H"], "positions_angstrom": [[-1.4047, 1.3742, -0.1378], [-1.8882, -1.1307, -1.4314], [-2.2792, -0.1927, -0.3848], [-0.4893, 1.8958, 0.9898], [-2.4485, -1.1452, 1.4124], [-4.2303, 0.4072, -0.7409], [-1.7779, 2.0169, -1.3992]], "lowdin_charge": [-0.977, -0.395, -0.149, 0.753, 0.306, 0.285, 0.178], "total_charge": 0, "spin_multiplicity": 1, "homo_lumo_gap_ev": 8.07, "relative_energy_kcal_mol": 31.0}

***

3.
{"formula": "CHCl3FOP", "method": "ωB97M-V with the def2-TZVPD basis set", "elements": ["C", "O", "F", "P", "Cl", "Cl", "Cl", "H"], "positions_angstrom": [[-0.8995, 1.5736, -1.0118], [-1.1361, 2.4289, -1.8031], [0.4030, -2.3668, 0.0241], [-0.2855, -0.9146, 0.2199], [-1.6571, 1.5870, 0.5023], [2.5340, 0.1232, 0.9718], [-1.9732, -1.4908, -0.7109], [3.0143, -0.9405, 1.8076]], "lowdin_charge": [-0.750, -0.005, -0.464, 0.394, 0.579, 0.153, 0.179, -0.086], "total_charge": 0, "spin_multiplicity": 1, "homo_lumo_gap_ev": [6.63, 8.45], "relative_energy_kcal_mol": 93.7}

***

4.
{"formula": "CHCl3I", "method": "ωB97M-V with the def2-TZVPD basis set", "elements": ["I", "C", "Cl", "Cl", "Cl", "H"], "positions_angstrom": [[-5.1589, 17.2933, -31.2663], [-5.2891, 14.6525, -34.1884], [-5.7089, 13.1541, -33.3584], [-6.6700, 15.1266, -35.2261], [-3.8089, 14.3684, -35.1572], [-5.0840, 15.4965, -33.5360]], "lowdin_charge": [-0.733, -1.523, 0.478, 0.455, 0.453, -0.131], "total_charge": -1, "spin_multiplicity": 1, "homo_lumo_gap_ev": 6.68, "relative_energy_kcal_mol": 0.5}

***

Max |F| (eV/Å)
0.81, 5.68, 3.40, 0.82